Record 1
ORCA calculation (the ωB97M-V functional and the def2-TZVPD basis) on a structure of composition C42H34AuBrClNO2PS at a distorted geometry.

Element x y z (Å)
Au (-0.155, 0.043, -1.618)
C (-2.964, -1.587, 4.921)
C (-1.717, -1.837, 4.062)
C (-0.863, -2.958, 4.669)
C (-0.879, -0.558, 4.035)
C (-2.143, -2.250, 2.666)
C (-3.016, -3.340, 2.509)
C (-3.469, -3.762, 1.278)
C (-3.031, -3.081, 0.154)
S (-3.410, -3.322, -1.529)
C (-2.376, -1.985, -1.927)
N (-1.807, -1.423, -0.899)
C (-2.143, -1.998, 0.285)
C (-1.702, -1.587, 1.537)
C (-2.146, -1.472, -3.250)
C (-2.760, -1.994, -4.393)
C (-2.552, -1.395, -5.620)
C (-1.725, -0.288, -5.721)
C (-1.070, 0.204, -4.596)
C (-1.274, -0.386, -3.374)
H (-2.673, -1.219, 5.902)
H (-3.542, -2.496, 5.059)
H (-3.604, -0.841, 4.452)
H (-0.546, -2.689, 5.674)
H (0.026, -3.124, 4.063)
H (-1.416, -3.890, 4.723)
H (-0.619, -0.258, 5.046)
H (-1.427, 0.263, 3.577)
H (0.047, -0.716, 3.487)
H (-3.352, -3.876, 3.382)
H (-4.146, -4.594, 1.188)
H (-1.015, -0.757, 1.577)
H (-3.400, -2.860, -4.299)
H (-3.042, -1.784, -6.502)
H (-1.572, 0.202, -6.671)
H (-0.402, 1.042, -4.702)
Cl (0.258, 2.787, -3.010)
C (1.566, 3.363, -2.069)
C (2.512, 4.222, -2.598)
C (3.515, 4.705, -1.773)
C (3.581, 4.315, -0.444)
C (2.647, 3.437, 0.075)
C (1.613, 2.963, -0.732)
P (0.313, 1.852, -0.143)
C (0.835, 1.574, 1.567)
C (1.849, 0.645, 1.787)
C (2.460, 0.589, 3.027)
C (2.049, 1.446, 4.038)
C (1.009, 2.337, 3.827)
C (0.390, 2.407, 2.592)
C (-1.213, 2.817, -0.102)
C (-1.220, 4.195, -0.296)
C (-2.421, 4.879, -0.276)
C (-3.609, 4.199, -0.057)
C (-3.602, 2.824, 0.132)
C (-2.408, 2.129, 0.102)
H (2.454, 4.513, -3.635)
H (4.245, 5.392, -2.170)
H (4.359, 4.698, 0.199)
H (2.713, 3.143, 1.112)
H (2.143, -0.018, 0.984)
H (3.265, -0.108, 3.201)
H (2.539, 1.410, 4.999)
H (0.685, 2.988, 4.625)
H (-0.415, 3.107, 2.417)
H (-0.292, 4.723, -0.458)
H (-2.429, 5.946, -0.437)
H (-4.541, 4.743, -0.041)
H (-4.534, 2.302, 0.290)
H (-2.393, 1.055, 0.230)
Br (6.190, -5.467, -3.724)
C (5.049, -4.070, -3.126)
C (4.633, -3.099, -4.025)
C (3.766, -2.112, -3.599)
C (3.320, -2.103, -2.280)
C (3.760, -3.071, -1.381)
C (4.634, -4.054, -1.802)
C (2.251, -1.137, -1.881)
O (1.641, -1.335, -0.808)
O (1.937, -0.218, -2.671)
H (4.975, -3.125, -5.047)
H (3.422, -1.355, -4.287)
H (3.406, -3.049, -0.361)
H (4.977, -4.812, -1.114)

Atomic forces in eV per Å
-1.4 -1.1 -1.5
0.2 0.0 -0.1
0.2 0.2 0.2
-0.1 0.1 -0.1
-0.2 -0.2 0.0
0.0 0.1 -0.1
-0.1 -0.1 -0.2
0.0 0.0 0.1
0.4 0.5 -0.3
0.4 0.4 0.1
-0.5 -0.7 0.0
1.1 1.5 -1.5
-0.3 -0.6 1.1
0.0 -0.1 -0.1
0.0 -0.1 -0.4
0.0 0.3 0.3
0.0 0.0 -0.2
-0.2 -0.1 0.2
0.5 0.4 0.2
0.7 -1.0 0.4
0.0 0.0 0.1
-0.1 -0.1 0.1
-0.1 0.1 0.0
0.0 0.0 0.1
0.1 0.0 0.0
-0.1 -0.2 0.0
0.0 0.0 0.1
0.0 0.1 -0.1
0.1 0.1 -0.1
-0.1 -0.1 0.1
-0.1 -0.1 0.0
0.1 0.1 0.1
-0.1 0.0 0.0
0.0 0.0 0.0
0.0 0.0 -0.1
0.2 0.0 -0.1
-0.3 0.1 -0.8
0.6 0.2 0.7
-0.1 0.0 -0.1
0.0 -0.1 0.1
0.1 0.0 0.0
-0.2 0.0 -0.1
0.0 0.0 -0.2
0.4 0.2 1.3
-0.3 0.2 -0.1
-0.1 0.0 -0.1
0.0 0.1 0.0
0.0 0.0 0.0
0.0 0.0 0.1
0.2 -0.2 -0.1
0.1 0.1 0.1
0.0 -0.2 0.1
0.0 0.1 0.0
0.0 0.0 0.0
-0.1 0.1 0.0
0.1 0.1 0.0
0.0 0.0 -0.1
0.1 0.0 -0.1
0.1 0.0 0.0
0.0 -0.1 0.1
0.1 0.0 0.0
0.1 -0.1 0.0
0.0 0.0 0.1
0.0 0.0 0.1
0.0 0.1 0.0
0.1 0.1 0.0
0.0 0.1 0.0
-0.1 0.0 0.0
0.0 -0.1 0.0
-0.1 -0.1 0.0
-0.1 0.2 0.1
0.1 -0.1 0.0
0.2 -0.2 0.0
0.0 0.0 0.3
0.0 0.2 -0.3
-0.1 0.2 -0.1
0.1 -0.1 -0.1
0.6 -1.7 1.4
0.2 -0.3 0.2
-1.8 1.6 -0.9
0.0 0.0 -0.1
0.0 0.0 0.0
-0.1 0.0 0.0
0.0 -0.1 0.0

Summary:
Energy above the lowest of the compared OMol25 structures with the same formula, charge and spin in kcal/mol: 43.4
E_HOMO (alpha / beta) in eV: -10.87 / -10.87
Spin multiplicity: 1
Net charge: +1
Kohn-Sham gap (alpha / beta) in eV: 5.302 / 5.324

Results of the Löwdin charge analysis, in e, for atoms 1 through 5: Au 1.05; C -0.04; C -0.55; C -0.03; C -0.06

Record 2
ORCA calculation (the ωB97M-V functional and the def2-TZVPD basis) on the molecule C7H11N3O2S at a distorted geometry.

Element x y z (Å)
C (0.794, 1.697, -1.718)
C (0.327, 0.217, -1.602)
C (1.489, -0.736, -1.934)
C (-0.187, -0.056, -0.287)
N (0.526, 0.201, 0.862)
N (-0.140, -0.337, 2.002)
C (0.304, 0.081, 3.290)
C (-1.293, -0.922, 1.807)
S (-2.340, -1.665, 2.695)
C (-1.415, -0.573, -0.050)
N (-2.578, -0.712, -0.837)
O (-2.421, -1.015, -2.023)
O (-3.669, -0.428, -0.358)
H (1.248, 1.690, -2.747)
H (1.542, 1.802, -0.977)
H (-0.123, 2.241, -1.674)
H (-0.470, 0.177, -2.309)
H (2.013, -1.073, -1.038)
H (2.230, -0.092, -2.428)
H (1.181, -1.557, -2.512)
H (1.436, 0.545, 0.837)
H (-0.413, 0.120, 4.108)
H (1.154, -0.680, 3.705)
H (0.804, 1.076, 3.190)

Atomic forces in eV per Å
0.1 -2.6 -2.0
1.6 1.3 -0.8
0.7 1.9 0.7
-2.2 -0.6 1.0
-3.2 -1.3 -0.5
1.4 1.1 0.0
4.0 -0.8 1.6
-0.7 1.5 -6.3
-1.3 -1.0 1.6
1.2 -0.8 5.4
-0.5 0.5 -1.0
0.0 -0.1 0.4
0.9 -0.4 0.2
-0.4 0.8 1.0
0.7 1.2 0.7
0.0 1.2 0.3
-0.5 -0.8 -0.4
-0.2 -0.2 0.1
-0.1 -0.7 -0.4
-0.2 -1.1 -0.8
1.6 0.2 0.7
-0.6 -0.1 -0.7
-1.8 1.7 -1.0
-0.5 -0.7 0.1

Summary:
Energy above the lowest of the compared OMol25 structures with the same formula, charge and spin in kcal/mol: 133.4
E_HOMO in eV: -8.40
Spin multiplicity: 1
Net charge: 0
Kohn-Sham gap in eV: 8.422

Results of the natural (NBO) charge analysis, in e, for atoms 1 through 5: C -0.58; C -0.28; C -0.59; C 0.21; N -0.41

Record 3
ORCA calculation (the ωB97M-V functional and the def2-TZVPD basis) on a cluster of 10 separate species, C19H49F9N4O10 in total.

Element x y z (Å)
N (-3.770, -2.786, 4.834)
C (-2.344, -2.550, 4.859)
N (-1.689, -3.837, 4.622)
N (-2.024, -2.126, 6.214)
C (-1.848, -1.469, 3.820)
C (-2.686, -1.303, 2.553)
C (-3.727, -0.177, 2.729)
O (-4.299, 0.104, 3.738)
N (-3.871, 0.545, 1.515)
C (-3.116, -0.207, 0.511)
C (-1.942, -0.799, 1.299)
C (-1.150, -1.841, 0.559)
F (-0.230, -2.432, 1.358)
F (-1.969, -2.824, 0.119)
C (-0.375, -1.369, -0.708)
F (-1.239, -1.186, -1.716)
F (0.492, -2.335, -1.055)
C (0.441, -0.062, -0.536)
F (1.051, -0.069, 0.666)
F (-0.391, 0.993, -0.574)
C (1.553, 0.147, -1.603)
F (2.617, -0.590, -1.294)
F (1.127, -0.186, -2.827)
F (1.899, 1.441, -1.608)
H (-4.125, -3.086, 3.937)
H (-4.311, -1.994, 5.158)
H (-1.988, -4.233, 3.735)
H (-0.681, -3.724, 4.569)
H (-1.075, -1.762, 6.255)
H (-2.613, -1.338, 6.468)
H (-1.798, -0.499, 4.326)
H (-0.827, -1.726, 3.527)
H (-3.234, -2.218, 2.296)
H (-3.548, 1.496, 1.658)
H (-3.756, -1.046, 0.214)
H (-2.901, 0.359, -0.393)
H (-1.283, 0.015, 1.623)
C (0.490, 3.915, -3.170)
O (-0.557, 3.780, -4.112)
H (0.584, 4.978, -2.952)
H (0.269, 3.387, -2.238)
H (1.447, 3.558, -3.568)
H (-0.642, 2.850, -4.342)
C (2.815, 1.804, -6.393)
O (1.473, 1.594, -5.952)
H (2.775, 1.918, -7.474)
H (3.236, 2.718, -5.965)
H (3.466, 0.962, -6.154)
H (1.504, 1.470, -4.999)
C (5.522, -0.078, -8.541)
O (5.664, 0.374, -7.198)
H (4.580, -0.616, -8.601)
H (5.493, 0.755, -9.248)
H (6.322, -0.763, -8.828)
H (6.496, 0.848, -7.122)
C (3.199, -3.300, 0.690)
O (2.558, -3.943, 1.781)
H (4.247, -3.185, 0.960)
H (3.140, -3.894, -0.227)
H (2.778, -2.311, 0.504)
H (1.627, -4.051, 1.563)
C (-3.813, -0.076, 8.980)
O (-2.457, -0.144, 8.560)
H (-4.397, -0.620, 8.240)
H (-3.963, -0.554, 9.951)
H (-4.177, 0.954, 9.027)
H (-1.908, 0.310, 9.205)
C (3.935, -3.607, -9.183)
O (4.162, -2.702, -10.255)
H (4.908, -3.837, -8.756)
H (3.308, -3.169, -8.401)
H (3.477, -4.539, -9.525)
H (3.315, -2.484, -10.654)
C (1.667, 7.524, -1.557)
O (2.657, 6.600, -1.129)
H (1.960, 8.497, -1.170)
H (1.608, 7.587, -2.646)
H (0.678, 7.278, -1.160)
H (2.421, 5.729, -1.462)
C (-7.462, -1.211, 6.551)
O (-6.485, -2.190, 6.234)
H (-6.924, -0.288, 6.759)
H (-8.147, -1.028, 5.719)
H (-8.042, -1.483, 7.437)
H (-6.925, -3.023, 6.044)
C (3.773, 3.365, 0.512)
O (3.511, 2.371, 1.492)
H (4.461, 4.079, 0.956)
H (4.238, 2.939, -0.382)
H (2.863, 3.901, 0.225)
H (2.903, 1.725, 1.123)

Atomic forces in eV per Å
0.0 -0.1 0.2
-0.1 0.1 -0.1
0.0 0.0 -0.1
0.1 0.1 -0.1
0.0 0.0 0.1
-0.1 0.1 -0.1
0.0 0.0 -0.4
-0.1 0.2 0.5
0.4 -0.3 0.2
-0.3 -0.2 -0.1
-0.1 0.3 0.2
0.0 0.1 -0.2
0.2 -0.1 0.2
-0.2 -0.3 -0.1
0.1 0.3 0.2
-0.2 0.1 -0.2
0.1 -0.3 -0.1
0.0 -0.1 0.1
0.1 0.0 0.1
-0.1 0.1 -0.1
0.0 -0.1 -0.1
-0.1 0.2 -0.2
0.1 0.2 0.3
0.1 -0.3 0.0
0.1 0.0 0.0
0.0 0.0 -0.1
0.0 0.0 0.0
-0.1 0.0 0.0
0.0 -0.1 0.0
0.0 -0.1 0.1
-0.1 -0.1 0.0
0.0 0.0 0.1
0.1 0.0 0.0
-0.4 0.1 -0.2
0.1 0.1 -0.2
0.2 0.2 0.2
0.1 -0.2 -0.1
-0.1 0.0 -0.1
0.0 0.0 0.1
0.0 0.0 0.0
0.0 0.0 0.0
0.0 0.0 0.0
0.0 0.1 -0.1
-0.1 0.0 0.0
0.0 0.0 0.2
0.0 0.0 0.0
0.0 0.0 0.0
0.0 0.0 0.0
0.0 -0.1 0.0
0.0 0.0 0.1
0.1 0.0 0.0
0.0 0.0 0.0
0.0 0.0 0.0
0.0 0.0 0.0
0.0 0.0 0.0
0.0 0.0 0.1
0.0 0.0 0.0
0.0 0.0 0.0
0.0 0.0 0.0
0.0 0.0 0.0
0.0 0.0 0.0
0.0 -0.1 0.0
0.0 0.1 0.0
0.0 0.0 0.0
0.0 0.0 0.0
0.0 0.0 0.0
0.0 0.0 0.0
0.0 0.0 0.0
-0.1 0.0 0.0
0.0 0.0 0.0
0.0 0.0 0.0
0.0 0.0 0.0
0.0 0.0 0.0
0.0 0.0 0.0
-0.1 -0.1 0.0
0.0 0.0 0.0
0.0 0.0 0.0
0.0 0.0 0.0
0.0 0.0 0.0
0.0 0.0 0.0
0.0 0.1 0.0
0.0 0.0 0.0
0.0 0.0 0.0
0.0 0.0 0.0
0.1 0.0 0.0
0.0 -0.1 0.0
0.0 0.0 0.0
0.0 0.0 0.0
0.0 0.0 0.0
0.0 0.0 0.0
0.0 0.0 0.0

Summary:
E_HOMO in eV: -8.75
Spin multiplicity: 1
Net charge: 0
Kohn-Sham gap in eV: 8.973

Results of the Löwdin charge analysis, in e, for atoms 1 through 5: N 0.10; C -0.67; N 0.08; N 0.09; C -0.07

Record 4
ORCA calculation (the ωB97M-V functional and the def2-TZVPD basis) on a structure of composition C32H19Cl5CrF9N6OS.

Element x y z (Å)
Cr (-0.435, 0.138, 0.063)
N (-2.294, 3.990, -1.085)
C (-1.673, 2.877, -0.534)
S (-1.483, 1.497, -1.583)
N (-1.237, 2.972, 0.673)
N (-0.607, 1.832, 1.120)
C (0.182, 1.923, 2.203)
C (0.486, 3.208, 2.873)
C (1.808, 3.631, 2.991)
C (2.117, 4.823, 3.633)
C (1.105, 5.608, 4.164)
C (-0.217, 5.198, 4.044)
C (-0.524, 4.010, 3.401)
C (0.694, 0.694, 2.672)
C (1.439, 0.532, 3.866)
C (1.768, -0.724, 4.293)
C (1.361, -1.847, 3.551)
C (0.674, -1.639, 2.378)
N (0.366, -0.415, 1.920)
H (-2.972, 3.777, -1.798)
H (-2.607, 4.653, -0.392)
H (2.595, 3.024, 2.560)
H (3.150, 5.138, 3.709)
H (1.344, 6.540, 4.663)
H (-1.013, 5.810, 4.450)
H (-1.554, 3.698, 3.291)
H (1.713, 1.407, 4.438)
H (2.329, -0.850, 5.211)
H (1.570, -2.857, 3.873)
H (0.329, -2.466, 1.767)
N (-1.160, -1.587, -1.074)
C (-2.579, -1.515, -1.209)
C (-3.319, -2.022, -2.234)
C (-4.732, -2.028, -2.152)
C (-5.382, -1.568, -1.045)
C (-4.637, -1.022, 0.029)
C (-5.195, -0.513, 1.224)
C (-4.381, 0.029, 2.175)
C (-2.996, 0.117, 1.927)
N (-2.451, -0.355, 0.838)
C (-3.241, -0.964, -0.087)
H (-1.050, -2.453, -0.470)
H (-0.703, -1.756, -1.964)
H (-2.828, -2.463, -3.092)
H (-5.298, -2.443, -2.976)
H (-6.462, -1.615, -0.973)
H (-6.268, -0.555, 1.369)
H (-4.776, 0.419, 3.103)
H (-2.329, 0.609, 2.625)
Cl (1.514, 3.043, -0.765)
C (2.245, 1.502, -1.068)
C (1.568, 0.314, -0.763)
C (2.315, -0.840, -1.013)
Cl (1.644, -2.397, -0.610)
C (3.598, -0.850, -1.563)
Cl (4.437, -2.331, -1.861)
C (4.210, 0.356, -1.870)
Cl (5.793, 0.380, -2.558)
C (3.532, 1.540, -1.609)
Cl (4.311, 3.041, -1.967)
F (0.047, -6.240, -0.034)
C (-0.355, -5.813, 1.174)
F (0.721, -5.329, 1.797)
F (-0.756, -6.902, 1.862)
C (-1.458, -4.711, 1.029)
O (-0.926, -3.561, 0.664)
C (-2.189, -4.558, 2.407)
F (-2.883, -3.417, 2.450)
F (-3.050, -5.555, 2.692)
F (-1.297, -4.511, 3.411)
C (-2.503, -5.206, -0.025)
F (-2.872, -6.493, 0.123)
F (-3.626, -4.466, 0.031)
F (-2.019, -5.079, -1.265)

Atomic forces in eV per Å
-0.1 0.0 0.0
0.0 0.0 0.0
0.0 0.1 0.0
0.0 0.0 -0.1
0.0 -0.1 0.0
0.0 0.1 0.0
0.0 0.1 0.0
0.0 0.0 0.0
0.0 0.0 0.0
0.0 0.0 0.0
0.0 0.0 0.0
0.0 0.0 0.0
0.0 0.0 0.0
0.1 -0.1 0.0
0.0 0.0 0.0
0.0 0.0 0.0
0.0 0.0 0.0
0.0 0.0 0.0
0.0 0.0 -0.1
0.0 0.0 0.0
0.0 0.0 0.0
0.0 0.0 0.0
0.0 0.0 0.0
0.0 0.0 0.0
0.0 0.0 0.0
0.0 0.0 0.0
0.0 0.0 0.0
0.0 0.0 0.0
0.0 0.0 0.0
0.0 0.0 0.1
-0.3 0.0 -0.1
-0.1 0.0 0.0
0.0 0.0 0.0
0.0 0.0 0.0
0.0 0.0 0.0
0.0 0.0 0.0
-0.1 0.0 0.0
0.1 0.0 0.0
0.0 0.0 0.0
0.0 0.0 0.0
0.0 0.1 0.1
0.4 0.0 0.1
0.0 0.0 0.0
0.0 0.0 0.0
0.0 0.0 0.0
0.0 0.0 0.0
0.0 0.0 0.0
0.0 0.0 0.0
0.0 0.0 0.0
-0.1 0.0 0.0
0.0 0.0 0.0
-0.1 -0.1 0.1
0.0 -0.1 0.0
0.1 0.0 0.0
0.0 0.0 0.0
0.0 0.0 0.0
0.0 0.0 0.0
0.0 0.0 0.0
0.0 0.0 0.0
0.0 0.0 0.0
0.0 0.0 0.0
-0.1 0.0 0.0
0.1 0.0 0.0
0.0 0.0 0.0
-0.2 0.0 -0.1
0.1 0.0 -0.1
0.0 0.0 0.0
0.0 0.0 0.0
0.0 -0.1 0.0
0.0 0.0 0.0
0.0 0.0 0.1
0.0 0.0 0.0
0.0 0.0 0.0
0.0 0.0 -0.1

Summary:
Energy above the lowest of the compared OMol25 structures with the same formula, charge and spin in kcal/mol: 0.0
E_HOMO (alpha / beta) in eV: -3.05 / -5.19
<S²>: 6.058
Spin multiplicity: 5
Net charge: -1
Kohn-Sham gap (alpha / beta) in eV: 5.041 / 7.137

Results of the Löwdin charge analysis, in e, for atoms 1 through 5: Cr 0.56; N 0.04; C -0.88; S 0.68; N 0.00

Record 5
ORCA calculation (the ωB97M-V functional and the def2-TZVPD basis) on the molecule C8H5F2NO2 at a distorted geometry.

Element x y z (Å)
O (-0.260, 2.216, -2.147)
C (0.365, 1.497, -1.460)
F (1.514, 1.939, -0.851)
C (0.135, 0.180, -0.982)
C (-0.053, -0.891, -1.860)
C (-0.308, -2.150, -1.359)
C (-0.454, -2.295, 0.022)
C (-0.304, -1.246, 0.908)
C (0.019, 0.009, 0.400)
C (0.152, 1.141, 1.304)
O (-0.459, 2.244, 1.118)
N (0.866, 0.893, 2.335)
F (0.943, 2.044, 3.134)
H (0.170, -0.802, -2.855)
H (-0.440, -2.991, -1.911)
H (-0.874, -3.162, 0.401)
H (-0.702, -1.368, 1.817)
H (-0.309, 2.744, 1.985)

Atomic forces in eV per Å
-0.1 0.0 -0.5
1.0 1.9 0.1
0.1 0.5 -0.4
-0.9 -2.2 0.5
0.4 -0.4 2.2
0.3 2.1 2.7
0.0 1.4 -0.8
0.5 0.6 -3.9
-0.2 -0.6 -0.7
1.2 -1.8 1.5
-1.2 3.0 0.7
0.9 -1.1 0.1
-0.4 0.5 0.2
0.1 0.6 -2.5
-0.3 -2.1 -2.0
-0.4 -1.9 0.6
-0.7 -0.2 3.7
-0.2 -0.3 -1.5

Summary:
Energy above the lowest of the compared OMol25 structures with the same formula, charge and spin in kcal/mol: 32.4
E_HOMO in eV: -10.02
Spin multiplicity: 1
Net charge: 0
Kohn-Sham gap in eV: 9.956

Results of the natural (NBO) charge analysis, in e, for atoms 1 through 5: O -0.48; C 0.87; F -0.35; C -0.17; C -0.14